# C4H8NO

A cluster of 2 separate species, C4H8NO in total in a non-equilibrium geometry (wB97M-V/def2-TZVPD, OMol25).

Geometry as XYZ:
```
14
Properties=species:S:1:pos:R:3:forces:R:3
C 2.69333 0.29380 0.30123 -0.75 -1.02 -1.04
C 0.59073 -0.84176 -0.67930 -5.33 -2.20 -0.10
C 1.52042 0.00543 -0.15960 2.91 1.47 2.28
C -1.28110 0.85288 -0.04903 0.18 -1.15 -0.11
N -2.12601 -0.15300 0.08382 -2.25 -0.31 -0.22
O -0.21553 -1.74155 0.01395 1.10 2.35 -3.37
H 3.05253 1.09975 0.87723 -0.07 1.11 0.63
H 3.45314 -0.39397 0.00063 0.99 -0.66 -0.19
H 0.13720 -0.78404 -1.64567 0.48 0.38 -0.74
H -1.37286 1.31006 -1.02330 0.37 0.86 0.44
H -0.67567 1.12360 0.83100 -0.10 0.16 -0.87
H -2.83347 -0.26855 -0.65266 0.48 -0.13 0.70
H -2.13842 -0.86785 0.81230 0.11 0.77 -0.25
H 0.26211 -2.21825 0.62576 1.87 -1.64 2.83
```
Positions in Å, forces in eV/Å.

For the gap between HOMO and LUMO (alpha / beta), the calculation gives 5.53 / 8.06 eV. The HOMO energy (alpha / beta) is -0.3725 / -0.5709 Eh. As for the total charge: +1. The spin multiplicity is 3. As for the maximum force: 5.8 eV/A. The LUMO energy (alpha / beta) is -0.169 / -0.275 Ha. The calculation puts the molar mass at 86.1 u.